[1]
Here is a 4-piece molecular cluster, C35H47BBrClF3N4O3 overall from the Open Molecules 2025 dataset. Energies are from ωB97M-V with the def2-TZVPD basis set.

Calculated values
**LUMO level**: -2.4 eV
**Total charge**: +1
**Energy**: -5165.15780 hartree
**Strongest force on any atom**: 2.79 eV Å⁻¹

XYZ file:
```
95
Properties=species:S:1:pos:R:3:forces:R:3:lowdin_charge:R:1
C 2.97487 1.69083 2.36510 -0.1 0.0 0.0 -0.118
C 4.29391 1.69561 1.59322 0.0 0.0 0.1 -0.241
C 4.81478 0.33325 1.07081 0.1 -0.1 -0.1 -0.194
C 4.11872 -0.93628 1.57853 0.1 -0.2 0.1 -0.205
C 2.88051 -1.38152 0.78883 0.1 0.2 -0.1 -0.212
C 3.23590 -2.05959 -0.53602 0.0 -0.1 -0.1 -0.194
C 2.04683 -2.66259 -1.30042 0.2 -0.2 0.0 -0.179
C 1.20924 -1.66013 -2.10342 0.1 0.0 0.0 -0.135
C 0.14687 -1.01383 -1.28033 -0.2 0.3 0.1 -0.235
N -0.38137 -1.58058 -0.20745 0.2 -0.2 0.1 0.248
C -1.23702 -0.70608 0.32768 0.0 0.5 -0.2 -0.275
N -1.90674 -0.94249 1.45106 0.2 -0.2 -0.1 -0.041
C -2.86993 -0.01492 2.02857 -0.2 0.0 0.3 -0.001
C -1.67127 -2.25049 2.12566 -0.1 -0.1 0.2 -0.004
B -2.57618 -3.38364 1.45025 0.1 0.0 -0.3 -0.651
O -3.94971 -3.26243 1.48599 0.1 -0.2 0.4 0.157
O -2.01631 -4.40917 0.75123 -0.3 0.4 0.1 0.176
N -1.29352 0.42220 -0.44196 -0.1 -0.2 0.0 0.074
C -1.99020 1.67612 -0.25024 -0.1 0.1 -0.1 -0.161
C -1.32078 2.55924 0.78156 -1.7 0.3 -1.3 -0.881
O -0.38008 2.27326 1.38723 2.3 -0.6 1.5 0.097
Br -2.23523 4.21786 0.97643 -0.3 0.4 0.0 0.831
N -0.39734 0.19960 -1.49604 0.0 0.0 0.3 0.029
C -0.22392 1.22550 -2.53134 0.0 0.1 0.0 -0.612
Cl 0.16696 0.45590 -4.07648 0.0 0.0 -0.1 0.761
C 0.75501 2.33724 -2.14340 0.0 0.1 0.0 -0.214
C 2.02922 1.90317 -1.41545 0.2 0.1 -0.1 -0.060
H 3.04272 1.10465 3.28614 0.0 0.1 -0.1 0.074
H 2.70307 2.71228 2.65060 0.0 -0.1 0.0 0.076
H 2.14623 1.29270 1.77520 0.0 0.0 0.0 0.036
H 4.19585 2.38104 0.74455 0.1 0.0 0.1 0.085
H 5.05653 2.13078 2.24777 -0.1 0.0 -0.1 0.104
H 4.78433 0.32962 -0.02640 0.0 0.0 0.1 0.095
H 5.87671 0.26486 1.32950 -0.1 0.0 -0.1 0.107
H 4.83541 -1.76755 1.52761 -0.1 0.1 0.1 0.113
H 3.86951 -0.82945 2.63962 0.0 0.0 -0.1 0.104
H 2.32308 -2.10975 1.38235 -0.1 0.1 0.1 0.110
H 2.22403 -0.51719 0.61289 0.0 -0.2 0.1 0.076
H 3.78735 -1.36894 -1.18889 -0.1 -0.1 0.0 0.112
H 3.92314 -2.88393 -0.31304 0.0 0.1 0.0 0.119
H 2.42412 -3.39335 -2.02374 0.0 0.1 0.1 0.118
H 1.40663 -3.21547 -0.60708 0.0 0.0 -0.1 0.107
H 0.70862 -2.16972 -2.93662 0.0 0.1 0.1 0.124
H 1.85352 -0.90047 -2.55577 -0.1 -0.1 0.1 0.091
H -2.38143 0.88859 2.40630 -0.1 -0.1 0.0 0.099
H -3.67845 0.23628 1.33633 0.2 -0.1 0.2 0.066
H -3.33280 -0.51585 2.87990 0.1 0.1 -0.1 0.107
H -0.60877 -2.49850 2.13891 -0.1 0.1 -0.1 0.115
H -1.97446 -2.09516 3.16764 0.1 -0.1 -0.1 0.124
H -4.25835 -2.84240 2.29714 -0.1 0.1 -0.2 0.106
H -2.69326 -5.00375 0.39769 0.1 0.0 0.0 0.127
H -2.02872 2.23225 -1.18406 -0.1 0.0 0.1 0.110
H -3.02974 1.50061 0.03687 0.3 0.1 -0.2 0.103
H -1.21593 1.64341 -2.70172 0.1 0.0 -0.1 0.088
H 1.00276 2.87132 -3.06625 -0.1 0.0 0.2 0.107
H 0.19271 3.05596 -1.53212 0.1 -0.1 0.0 0.105
H 2.86760 1.78598 -2.10791 -0.2 -0.2 0.1 0.092
H 2.32709 2.67157 -0.69895 0.0 0.0 -0.1 0.078
H 1.89861 0.98160 -0.84187 0.0 0.1 -0.1 0.051
F -7.86387 1.71684 -1.34318 0.1 0.0 0.0 0.080
C -6.70013 1.05250 -1.28957 -0.1 0.0 0.0 -0.273
C -6.51246 0.12348 -0.28324 0.0 0.1 0.0 0.012
C -5.30587 -0.55733 -0.23359 0.0 0.0 -0.2 -0.087
C -4.32012 -0.30996 -1.18273 0.0 -0.2 -0.1 -0.117
C -4.53799 0.62773 -2.18397 -0.1 0.0 0.1 -0.083
C -5.73751 1.32256 -2.24320 0.1 0.0 0.0 0.005
H -7.29923 -0.05229 0.43724 0.0 0.0 0.0 0.127
H -5.13306 -1.29954 0.53347 -0.1 -0.1 -0.1 0.091
H -3.39147 -0.87117 -1.15617 -0.2 0.0 -0.1 0.103
H -3.77989 0.81369 -2.93435 0.0 0.0 -0.1 0.106
H -5.93764 2.05215 -3.01545 0.0 0.0 0.0 0.126
F 2.97756 4.92873 -3.49569 0.0 -0.1 0.0 0.041
C 2.13534 5.98435 -3.59529 0.0 0.0 0.0 -0.294
C 1.68265 6.57688 -2.43385 0.0 0.0 0.0 -0.025
C 0.81406 7.65458 -2.54104 0.0 0.0 0.0 -0.082
C 0.41466 8.11383 -3.78869 0.0 0.0 0.0 -0.090
C 0.88763 7.49410 -4.93758 0.0 0.0 0.0 -0.077
C 1.75895 6.41722 -4.84985 0.0 0.0 0.0 -0.016
H 2.01457 6.20490 -1.47353 0.0 0.0 0.0 0.115
H 0.45618 8.14148 -1.64353 0.0 0.0 0.0 0.106
H -0.25795 8.95693 -3.86577 0.0 0.0 0.0 0.104
H 0.58192 7.85171 -5.91164 0.0 0.0 0.0 0.108
H 2.14745 5.92412 -5.73037 0.0 0.0 0.0 0.119
F 2.52590 -5.60484 2.12351 0.0 0.0 0.0 0.046
C 1.60851 -6.11487 2.97773 0.0 0.0 -0.1 -0.281
C 2.04686 -6.88626 4.03351 0.0 0.0 0.0 -0.011
C 1.09711 -7.41399 4.89686 0.0 0.0 0.0 -0.076
C -0.25420 -7.17155 4.69292 0.0 0.0 0.0 -0.091
C -0.66042 -6.39238 3.61840 0.0 0.0 0.0 -0.082
C 0.27314 -5.84871 2.74658 0.0 0.0 0.0 -0.018
H 3.10400 -7.06967 4.16741 0.0 0.0 0.0 0.121
H 1.41798 -8.02261 5.73150 0.0 0.0 0.0 0.108
H -0.98714 -7.59335 5.36676 0.0 0.0 0.0 0.103
H -1.71466 -6.21029 3.45063 0.0 0.0 0.0 0.101
H -0.02179 -5.23702 1.90348 0.0 -0.1 0.0 0.095
```
Positions in Å, forces in eV/Å.

=====

[2]
Here is C35H47BBrFKN10OS4 as an isolated structure from the Open Molecules 2025 dataset. Energies are from ωB97M-V with the def2-TZVPD basis set.

Calculated values
**LUMO level**: 2.2 eV
**Energy relative to the best compared isomer or geometry (same formula, charge and spin)**: 0.0 kcal/mol
**Total charge**: -1
**Energy**: -6876.35122 hartree
**Strongest force on any atom**: 2.68 eV Å⁻¹

XYZ file:
```
101
Properties=species:S:1:pos:R:3:forces:R:3:lowdin_charge:R:1
K 7.61337 11.67542 12.82851 0.5 0.2 -0.5 0.448
C 13.77293 9.52795 9.52432 0.5 -0.1 0.0 -0.059
C 12.99723 10.08820 10.72681 -0.1 -0.6 0.0 -0.569
C 13.87911 10.32897 11.94559 0.9 0.5 0.7 -0.074
C 12.00243 8.99374 11.10608 -1.2 1.2 0.4 -0.081
N 12.37467 11.37410 10.37737 -0.8 0.4 -0.5 -0.006
C 12.65172 12.10267 9.22048 0.4 -0.4 0.5 -0.070
C 12.20396 13.33723 9.42167 -0.3 2.2 -0.6 -0.091
N 11.55785 13.43425 10.64519 0.3 -0.9 0.3 0.039
B 11.16801 14.82941 11.28174 -0.7 0.1 -0.6 -0.528
N 10.91777 14.79985 12.82116 -0.2 0.0 2.1 0.023
C 12.00349 14.89253 13.69622 1.4 0.0 -1.8 -0.102
C 11.58640 14.87326 14.95935 0.6 0.5 1.0 -0.089
N 10.20711 14.79418 14.98765 0.8 -0.3 -1.1 -0.012
C 9.81893 14.76950 13.66577 -0.4 0.7 -0.9 -0.732
S 8.24312 14.97685 13.19398 -0.9 -0.1 -0.8 0.684
C 9.40980 15.22562 16.14346 -0.7 -0.4 1.8 -0.549
C 9.21337 16.73686 16.08079 0.3 0.9 -1.3 -0.060
C 8.01577 14.55972 16.23747 -0.3 0.2 -0.4 -0.087
C 10.11512 14.89157 17.51218 1.0 -0.6 -0.7 -0.055
N 10.00620 15.59018 10.44603 -0.4 -1.9 0.2 0.024
C 10.00211 16.92884 10.33538 0.9 1.9 0.7 -0.117
C 8.88995 17.33069 9.67918 1.0 2.5 0.3 -0.101
N 8.16025 16.25014 9.37083 -0.3 -2.2 -0.2 -0.007
C 8.84588 15.12377 9.85901 0.7 1.6 0.1 -0.754
S 8.40751 13.56157 9.70318 -0.3 -2.1 0.1 0.661
C 6.96257 16.17088 8.49218 -0.7 -0.2 0.2 -0.550
C 5.78890 15.52650 9.26623 0.1 0.4 0.5 -0.055
C 7.30801 15.35400 7.24896 -0.8 -1.5 -0.4 -0.082
C 6.48119 17.53473 7.94732 0.4 0.0 0.4 -0.064
C 11.65166 12.18764 11.23475 0.7 0.9 -1.6 -0.710
S 11.09463 11.73358 12.70065 -1.1 -0.4 1.9 0.716
H 14.32938 8.60726 9.87769 -0.6 1.1 -0.6 0.104
H 14.46602 10.29589 9.16793 0.4 -0.4 0.1 0.066
H 13.12283 9.28342 8.64810 0.3 0.0 0.9 0.093
H 14.47751 9.44560 12.16823 -0.3 -0.3 0.2 0.075
H 13.27314 10.64764 12.82338 0.4 -0.6 -0.7 0.029
H 14.63403 11.12275 11.83005 -0.3 0.0 -0.5 0.088
H 12.55296 8.17701 11.53013 0.2 -0.5 0.4 0.073
H 11.46933 8.63739 10.23745 -0.3 -0.1 -0.3 0.056
H 11.25962 9.42442 11.82108 0.6 -0.7 -0.4 0.024
H 13.19446 11.71132 8.38992 0.1 -0.1 -0.2 0.096
H 12.36175 14.22768 8.77581 -0.4 -0.9 0.6 0.135
H 12.16769 15.51448 11.14102 -0.2 0.1 0.0 0.110
H 13.02126 14.98766 13.25419 -1.0 -0.2 0.7 0.130
H 12.13566 15.05593 15.86138 0.2 -0.3 0.0 0.098
H 8.84561 16.98783 15.04318 0.0 -0.2 1.1 0.071
H 10.19629 17.25494 16.15335 -0.5 -0.2 0.3 0.085
H 8.50177 17.12195 16.84171 0.5 -0.3 -0.4 0.092
H 7.35671 15.09234 15.54151 0.0 -0.4 0.4 0.024
H 7.64166 14.67551 17.26395 0.1 0.0 -0.2 0.076
H 7.96145 13.49606 15.96475 0.2 0.3 0.0 0.073
H 11.14559 15.32051 17.58041 -1.0 0.0 0.2 0.068
H 10.25914 13.80244 17.63825 -0.1 0.3 -0.3 0.085
H 9.48492 15.18379 18.36690 0.3 0.3 -0.5 0.078
H 10.79743 17.50518 10.84039 -0.7 -0.2 -0.6 0.125
H 8.58859 18.35251 9.46211 0.0 -0.4 0.0 0.111
H 6.02500 14.51057 9.58682 0.0 0.2 -0.1 0.030
H 4.93246 15.52349 8.60800 -0.3 -0.2 -0.3 0.066
H 5.46946 16.10474 10.16076 0.5 -0.1 -0.5 0.096
H 7.71989 14.33878 7.52763 -0.5 1.2 -0.4 0.024
H 8.04052 15.90019 6.67264 0.3 0.1 -0.3 0.070
H 6.38266 15.22043 6.59087 1.1 0.2 0.9 0.103
H 6.24152 18.25809 8.73554 -0.1 -0.2 -0.1 0.081
H 5.57692 17.31939 7.35325 0.4 0.2 0.3 0.084
H 7.24466 17.97492 7.29016 -0.2 0.0 0.1 0.080
O 10.02770 8.43267 18.64836 -0.4 0.3 -0.6 0.018
C 9.37111 8.67630 17.43612 0.5 -0.2 1.1 -0.290
C 8.46631 9.74172 17.27665 1.2 0.1 1.0 -0.014
C 7.96561 9.95796 16.02624 -0.2 0.1 -1.7 -0.109
N 8.28274 9.14401 14.97093 0.2 -0.5 -0.1 0.052
C 9.08797 8.11565 15.15926 -0.7 0.5 1.4 -0.741
Br 9.42106 6.84569 13.77471 -0.1 0.4 -0.3 0.699
C 9.66414 7.79829 16.40086 0.0 0.4 -0.4 -0.074
H 9.96400 9.19789 19.24367 -0.2 -0.3 -0.5 0.101
H 8.34263 10.48319 18.09334 -0.2 -0.7 -0.6 0.121
H 7.29537 10.80831 15.70756 0.3 -0.6 0.4 0.064
H 10.36571 6.96567 16.49019 -0.3 0.4 0.2 0.103
C 8.44104 8.42127 7.21431 0.1 1.7 1.0 -0.041
N 7.38213 8.29939 8.21241 -0.3 -1.0 -0.5 -0.135
C 6.27982 7.46592 8.00349 0.4 0.7 1.0 -0.062
C 5.55159 7.47117 9.12162 -0.4 -0.4 0.6 -0.061
N 6.20308 8.29627 10.04308 0.6 -0.2 -0.3 0.000
C 7.36418 8.84132 9.48282 -0.8 -0.7 -0.8 -0.736
S 8.46990 9.88586 10.06637 0.5 0.3 0.4 0.689
C 5.73675 8.39662 11.36111 -2.1 0.6 1.1 -0.268
C 4.94407 7.34094 11.88829 1.7 -0.9 -0.7 -0.033
C 4.29474 7.53249 13.08050 -1.0 -0.3 -0.1 -0.080
C 4.22118 8.80351 13.64568 -0.9 -1.0 0.5 -0.065
C 5.01889 9.74963 13.10065 1.0 1.6 -1.1 -0.133
N 5.76683 9.57221 11.97288 -0.1 -0.3 0.3 0.113
H 8.41975 7.60150 6.52561 -0.1 -0.6 -0.2 0.073
H 9.42106 8.51794 7.72503 -0.6 -0.2 -0.3 0.075
H 8.26195 9.35988 6.66857 0.3 -0.2 0.0 0.097
H 6.07951 6.97338 7.09776 0.0 -0.4 -0.9 0.100
H 4.64462 6.91983 9.40982 0.7 0.6 -0.4 0.120
H 4.99931 6.33604 11.40345 -0.2 0.9 0.6 0.114
H 3.74462 6.68782 13.49386 0.0 0.2 0.0 0.105
H 3.49738 9.05380 14.43724 0.8 -0.3 -0.2 0.118
H 5.08638 10.75680 13.54098 0.0 -0.5 0.0 0.074
F 6.25224 11.73656 14.75894 -0.3 0.2 0.3 -0.687
```
Positions in Å, forces in eV/Å.

=====

Sequential HOMO output: -11.0114, -3.9684 eV